# 1
Formula: C10H26N2O3Rb
Source: OMol25
Level of theory: ωB97M-V/def2-TZVPD

The geometry in XYZ format:
```
42
C10H26N2O3Rb, DFT ωB97M-V/def2-TZVPD
Rb 1.10104 -1.46569 3.68038
C -3.44208 -2.78568 2.97793
O -3.30337 -1.55773 2.34084
C -4.42969 -1.18324 1.63903
C -3.96880 -0.10665 0.68739
N -3.52238 1.15331 1.36768
C -3.38799 2.27567 0.39199
C -1.93812 2.41745 -0.07541
O -1.50322 1.63549 -1.18469
C -2.23898 1.97044 -2.39913
H -3.55390 -3.56809 2.22730
H -4.34240 -2.79324 3.59232
H -2.64831 -3.03054 3.68366
H -5.23160 -0.79146 2.26477
H -4.72813 -1.96768 0.94355
H -4.88271 0.12881 0.14201
H -3.16394 -0.41268 0.01906
H -4.19010 1.38735 2.08842
H -3.78183 3.19055 0.83468
H -4.03968 2.04564 -0.45093
H -1.30307 2.21938 0.78806
H -1.78042 3.47636 -0.28026
H -3.13445 1.35123 -2.45203
H -1.53966 1.71940 -3.19666
H -2.71848 2.94832 -2.44297
C 4.06718 -0.79337 -3.03123
C 4.02998 -1.16673 -1.52868
C 4.88122 -0.14209 -0.71427
O 5.13189 -0.61902 0.56345
C 6.10115 0.18148 1.28029
N 2.65642 -1.24870 -1.14618
H 5.10584 -0.76496 -3.36057
H 3.62988 0.17202 -3.28600
H 3.58848 -1.54310 -3.66120
H 4.46169 -2.15093 -1.34684
H 4.40493 0.83729 -0.66886
H 5.80684 -0.06006 -1.28400
H 6.97057 0.39839 0.65968
H 6.42876 -0.40387 2.13944
H 5.84293 1.18973 1.60409
H 2.27587 -0.37341 -1.47653
H 2.28866 -1.76940 -1.92959
```

The HOMO-LUMO gap is 7.09 eV. The total charge is +1. The energy relative to the best compared isomer or geometry (same formula, charge and spin) comes out at 2.7929 eV. The total energy is -755.61850 Eh.

***

# 2
Formula: C30H73BN14O36S
Source: OMol25
Level of theory: ωB97M-V/def2-TZVPD

The geometry in XYZ format:
```
155
C30H73BN14O36S, DFT ωB97M-V/def2-TZVPD
C 6.30039 0.00667 0.79677
C 6.14096 -1.26312 -0.16536
C 5.04619 -0.83425 -1.27460
O 5.38336 -0.04801 -2.18396
O 3.77873 -1.43867 -1.14179
C 2.70178 -0.45452 -1.39032
C 1.33954 -1.21802 -1.08452
C 0.01078 -0.34137 -1.44219
C 0.31278 0.85396 -2.45172
C 0.80995 2.20844 -1.76231
O 0.97196 2.13111 -0.32747
C -0.16161 2.54250 0.39995
O -0.48267 1.81570 1.38107
C -1.03558 3.84327 0.16414
C -0.43067 5.18505 0.78963
O -0.87669 -1.25167 -2.12760
C -2.04414 -1.56768 -1.34748
C -1.69262 -2.31989 0.05261
B -1.44701 -3.89911 -0.18778
O -1.53137 -4.80842 0.92637
O -1.18449 -4.50089 -1.48846
C -3.10735 -0.38486 -1.19373
N -3.13352 0.44303 -2.43453
C -2.95890 0.54788 0.08329
C -4.41316 0.88257 0.70436
C -4.35446 1.32314 2.24215
S -4.20911 3.15795 2.48741
O -5.26445 3.58685 3.48997
O -4.46203 3.95464 1.23767
O -2.65163 3.44580 3.07791
H 6.59293 -0.38316 1.83609
H 5.30089 0.56195 0.92377
H 7.10968 0.70499 0.41817
H 5.69948 -2.13858 0.42651
H 7.09036 -1.57925 -0.69968
H 2.83560 -0.11919 -2.46521
H 2.88078 0.38438 -0.62546
H 1.30883 -1.43133 0.04725
H 1.29234 -2.22196 -1.62688
H -0.36887 0.03591 -0.44074
H -0.68263 1.09262 -2.97975
H 1.01734 0.54115 -3.30502
H 0.15155 3.05307 -2.14104
H 1.85679 2.42643 -2.19179
H -1.27002 4.05795 -0.94249
H -2.06313 3.64396 0.63885
H -0.23984 5.00901 1.89461
H -1.18460 6.04892 0.71814
H 0.52512 5.45060 0.22873
H -2.58869 -2.38573 -1.95235
H -0.88982 -1.78740 0.65479
H -2.66238 -2.23679 0.67431
H -0.76959 -4.70618 1.52868
H -1.96761 -5.07762 -1.66442
H -4.14818 -0.88557 -1.12718
H -3.36873 -0.16805 -3.22118
H -3.76439 1.24251 -2.34958
H -2.23237 0.20166 0.88128
H -2.56123 1.56296 -0.29043
H -5.14604 0.00919 0.57908
H -4.83714 1.72634 0.05321
H -5.35905 1.01719 2.70575
H -3.50983 0.77361 2.78386
H -2.29724 2.55734 3.34388
C 2.06322 3.03315 3.43811
N 3.16973 4.02268 3.37891
O 4.25678 3.67599 3.81270
O 2.90990 5.11156 2.90009
H 2.43635 2.11436 3.88529
H 1.26991 3.46336 4.04787
H 1.72597 2.85531 2.41821
C 8.00134 -4.67775 2.43851
N 7.07378 -3.55642 2.14210
O 7.50394 -2.62614 1.48336
O 5.93831 -3.64404 2.58119
H 8.96728 -4.46194 1.98798
H 8.08944 -4.75360 3.52181
H 7.56721 -5.58604 2.00954
C -0.92633 -1.16525 5.02271
N -1.86234 -0.04638 4.74155
O -1.44685 0.87726 4.05771
O -2.98058 -0.13081 5.21465
H 0.02678 -0.95515 4.54112
H -0.80666 -1.22911 6.10115
H -1.37051 -2.07402 4.61985
C -6.21044 2.55039 -5.01164
N -5.11251 2.11564 -4.10994
O -5.13422 2.52723 -2.96026
O -4.26624 1.37651 -4.58787
H -6.88448 3.19974 -4.45668
H -5.75722 3.08553 -5.84416
H -6.72976 1.65622 -5.35264
C 7.95581 -6.25181 -1.64421
N 8.16718 -6.43324 -0.18455
O 7.18232 -6.65853 0.50285
O 9.31091 -6.34372 0.22160
H 6.89484 -6.35777 -1.86042
H 8.30526 -5.25368 -1.90489
H 8.53308 -7.01951 -2.15718
C -3.06631 0.67136 -7.92210
N -3.99039 1.79921 -8.20919
O -3.55299 2.73504 -8.85820
O -5.12518 1.70830 -7.77328
H -2.09848 0.88907 -8.36773
H -2.98126 0.58303 -6.83955
H -3.49952 -0.22715 -8.35953
C -5.92442 3.03661 -10.99824
N -7.16208 2.22071 -11.10249
O -7.25398 1.45904 -12.04983
O -7.99738 2.37403 -10.22913
H -5.27495 2.79785 -11.83786
H -6.21875 4.08476 -11.02450
H -5.44285 2.78464 -10.05463
C -6.00357 4.91169 6.37990
N -6.25829 5.56133 7.69247
O -5.95206 4.93922 8.69565
O -6.75668 6.67281 7.66946
H -5.56080 3.93360 6.55282
H -6.96017 4.81669 5.86880
H -5.32034 5.55082 5.82332
C -2.23782 -2.84049 8.62986
N -0.86402 -3.20478 8.19392
O -0.67525 -3.35337 6.99593
O -0.02628 -3.32836 9.06536
H -2.87601 -2.76483 7.75171
H -2.58993 -3.62640 9.29630
H -2.17568 -1.88326 9.14554
C 0.29691 -3.59438 -4.37678
N -0.07708 -3.70714 -5.81075
O 0.67803 -4.32682 -6.54137
O -1.11545 -3.16980 -6.15283
H 1.23807 -4.11691 -4.21775
H 0.40003 -2.53444 -4.14621
H -0.50016 -4.04970 -3.79157
C 4.44334 1.34622 6.93210
N 3.14567 1.03579 6.27908
O 2.15850 1.63529 6.68069
O 3.16368 0.19994 5.38520
H 4.27768 2.09865 7.70004
H 4.81918 0.42275 7.37081
H 5.11619 1.72167 6.16214
C 3.78922 -3.04675 4.69078
N 3.99454 -3.22761 6.15103
O 3.01016 -3.45295 6.83246
O 5.13908 -3.13644 6.56127
H 2.72914 -3.15341 4.47002
H 4.13871 -2.04840 4.43130
H 4.36820 -3.81294 4.18003
C 2.27999 1.00021 -6.49027
N 0.88071 0.54504 -6.69950
O 0.33302 0.87509 -7.73722
O 0.38325 -0.12835 -5.81451
H 2.59085 1.58547 -7.35300
H 2.29613 1.60714 -5.58591
H 2.90137 0.11242 -6.38176
```

The HOMO-LUMO gap is 8.47 eV. The total energy is -5083.83643 Eh.

***

# 3
Formula: C2H5N3O2S
Source: OMol25
Level of theory: ωB97M-V/def2-TZVPD

The geometry in XYZ format:
```
13
C2H5N3O2S, DFT ωB97M-V/def2-TZVPD
N 2.39494 1.12912 -0.08535
C 2.02544 -0.15370 -0.02416
S 3.03318 -1.45879 -0.01824
O 0.68839 -0.37432 0.05180
N -0.11860 0.79091 0.02090
C -1.34765 0.42568 0.05914
N -1.79424 -0.85454 0.19415
O -3.09818 -1.02707 -0.28323
H 3.38225 1.35424 -0.14730
H 1.70610 1.84470 -0.08923
H -2.11256 1.21478 0.00884
H -1.16565 -1.55826 -0.18039
H -3.59343 -1.33275 0.49308
```

As for the structure (SMILES): NC(=S)O/N=C\NO. The HOMO-LUMO gap is 9.08 eV. The energy relative to the best compared isomer or geometry (same formula, charge and spin) comes out at 3.1978 eV. The total energy is -792.04770 Eh.